The following is a quantum chemistry calculation of a cluster of 12 separate species, C39H72O18 in total at a distorted geometry, from the Open Molecules 2025 dataset.

Summary:
LUMO   0.0035 Ha
HOMO level   -9.050 eV
F_max   3.752 eV/Å
Structure (SMILES)   C[C@H]1COC(=O)O1.C[C@H]1COC(=O)O1.C[C@H]1COC(=O)O1.CC(C)=O.CC(C)=O.CC(C)=O.CC(C)=O.CC(C)=O.CC(C)=O.CC(C)=O.CC(C)=O.CC(C)=O
Gap between HOMO and LUMO   9.1 eV

Each line ends with the Mulliken charge.
Element x y z (Å)
C -1.845 5.597 0.741  -1.48
C -1.907 4.463 -0.235  0.43
C -1.166 3.218 0.252  0.13
O -2.034 2.113 -0.050  0.86
C -3.258 2.612 -0.316  -0.01
O -4.291 1.949 -0.453  -0.67
O -3.268 3.956 -0.221  -0.41
H -0.787 5.843 0.658  0.43
H -2.086 5.381 1.782  0.20
H -2.438 6.446 0.399  0.40
H -1.605 4.807 -1.224  0.13
H -1.049 3.145 1.334  -0.38
H -0.191 3.090 -0.218  0.26
C 0.954 1.205 -3.781  -1.06
C 0.226 2.510 -3.349  0.68
C 0.160 3.544 -4.515  -0.52
O -1.173 4.045 -4.397  -0.43
C -1.891 3.205 -3.573  0.30
O -3.091 3.307 -3.328  -0.55
O -1.092 2.264 -3.061  0.31
H 0.991 0.373 -3.077  -0.55
H 2.023 1.359 -3.930  0.61
H 0.636 0.814 -4.748  0.47
H 0.760 3.041 -2.561  0.14
H 0.285 3.184 -5.536  0.30
H 0.815 4.392 -4.319  0.33
C -2.512 -1.247 -2.997  -1.36
C -3.642 -0.418 -2.611  2.31
C -4.700 -0.205 -3.652  -0.41
O -5.933 -0.582 -2.944  -0.37
C -5.652 -1.092 -1.743  0.48
O -6.468 -1.367 -0.873  -0.58
O -4.289 -1.134 -1.577  -0.18
H -1.913 -1.669 -2.190  0.07
H -1.832 -0.665 -3.618  0.36
H -2.829 -2.015 -3.702  0.41
H -3.468 0.539 -2.119  -1.41
H -4.491 -0.778 -4.556  0.31
H -4.695 0.848 -3.934  0.29
C 5.552 -0.542 -3.319  -0.85
C 5.751 -1.097 -1.893  0.55
C 4.481 -1.205 -1.036  0.06
O 6.883 -1.509 -1.568  -0.62
H 6.484 -0.677 -3.868  0.33
H 5.350 0.515 -3.145  0.21
H 4.743 -1.014 -3.877  0.18
H 4.166 -0.208 -0.730  -0.28
H 4.701 -1.793 -0.144  0.22
H 3.717 -1.797 -1.541  0.16
C -3.577 -3.447 1.522  -0.15
C -5.051 -3.566 1.877  0.39
C -5.989 -2.304 1.948  -0.56
O -5.522 -4.660 2.084  -0.60
H -3.273 -4.378 1.043  0.22
H -3.099 -3.302 2.491  0.33
H -3.346 -2.564 0.927  -0.17
H -6.134 -1.953 2.970  0.35
H -6.920 -2.713 1.557  0.34
H -5.545 -1.543 1.306  -0.15
C 5.741 4.144 0.778  -1.58
C 5.082 2.834 0.877  0.83
C 5.280 2.088 2.159  -0.63
O 4.379 2.330 0.009  -0.43
H 5.564 4.764 1.657  0.41
H 5.446 4.768 -0.065  0.35
H 6.828 4.071 0.775  0.38
H 5.780 1.126 2.043  0.34
H 4.388 1.936 2.766  -0.05
H 5.885 2.738 2.792  0.38
C 2.022 -1.963 3.183  -0.32
C 3.528 -1.960 3.351  0.79
C 4.079 -1.305 4.584  -1.07
O 4.246 -2.469 2.501  -0.59
H 1.656 -1.017 3.580  0.10
H 1.670 -2.733 3.869  0.53
H 1.661 -2.196 2.181  -0.24
H 3.427 -1.400 5.452  0.38
H 4.191 -0.257 4.304  0.14
H 5.033 -1.770 4.831  0.34
C -0.151 3.939 5.151  -1.30
C 0.515 3.767 3.828  0.71
C 1.386 2.552 3.517  -0.50
O 0.366 4.622 2.968  -0.56
H 0.519 3.949 6.011  0.42
H -0.893 3.145 5.240  0.18
H -0.671 4.896 5.126  0.36
H 1.892 2.550 2.552  0.07
H 0.818 1.622 3.558  0.02
H 2.138 2.414 4.293  0.60
C -3.661 2.702 3.552  -1.01
C -3.131 1.318 3.201  0.76
C -4.137 0.230 3.166  -1.10
O -1.954 1.128 3.051  -0.42
H -3.662 2.805 4.637  0.48
H -4.677 2.862 3.192  0.40
H -2.899 3.402 3.209  -0.11
H -3.724 -0.775 3.248  0.19
H -4.744 0.392 2.274  0.30
H -4.777 0.420 4.028  0.47
C 1.544 -2.162 -3.879  0.39
C 2.052 -2.952 -5.116  0.56
C 1.137 -3.844 -5.890  -1.17
O 3.201 -2.770 -5.601  -0.61
H 1.577 -2.771 -2.976  0.28
H 0.490 -1.899 -3.969  -0.07
H 2.234 -1.349 -3.652  -0.27
H 0.538 -4.461 -5.220  0.32
H 1.800 -4.383 -6.566  0.37
H 0.490 -3.138 -6.410  0.25
C -0.664 -1.337 0.697  -0.58
C 0.540 -0.888 -0.075  0.39
C 1.323 0.255 0.501  2.43
O 0.905 -1.417 -1.146  -0.31
H -0.983 -2.346 0.438  -0.09
H -1.434 -0.668 0.313  -0.01
H -0.688 -1.187 1.776  0.54
H 1.310 0.148 1.585  -0.59
H 0.834 1.160 0.141  -0.82
H 2.352 0.262 0.141  -0.85
C -0.247 -5.303 -0.230  -0.48
C 0.832 -5.891 0.736  0.83
C 0.437 -7.263 1.137  -1.19
O 1.780 -5.260 1.170  -0.54
H -0.241 -5.978 -1.085  0.48
H 0.050 -4.279 -0.458  -0.18
H -1.229 -5.408 0.232  0.15
H -0.335 -7.290 1.906  0.28
H 1.328 -7.816 1.436  0.35
H 0.000 -7.759 0.270  0.35